Entry 1:
Entry from OMol25: a 12-piece molecular cluster, C78H173N7O12 overall (ωB97M-V/def2-TZVPD).

## Properties
* SMILES: CC1(C)CCCC(C)(C)N1O.CC1(C)CCCC(C)(C)N1O.CC1(C)CCCC(C)(C)N1O.CC1(C)CCCC(C)(C)N1O.CC1(C)CCCC(C)(C)N1O.CC1(C)CCCC(C)(C)N1O.CC1(C)CCCC(C)(C)N1O.CC(C)O.CC(C)O.CC(C)O.CC(C)O.CC(C)O
* highest occupied orbital energy: -8.13 eV
* total charge: 0
* multiplicity: 1
* E: -4361.465152 Eh
* largest force on an atom: 0.06154 Eh/bohr

Last column: Mulliken charge in e.
Element x y z (Å)
C 17.17352 23.26844 13.88474  -1.56
C 17.13914 23.08554 15.42560  1.85
C 18.54655 23.20429 15.84604  -1.59
C 16.18305 24.00867 16.17493  -1.54
C 14.72423 23.73283 15.94963  -0.96
C 14.41333 22.36217 16.45967  -0.95
C 15.26863 21.31908 15.81557  1.97
C 15.16309 20.02345 16.62410  -0.85
C 14.76267 21.18744 14.31966  -0.86
N 16.70144 21.72355 15.91366  -0.09
O 17.44017 20.73945 15.21231  1.25
H 16.17952 23.46993 13.44858  0.31
H 17.85702 24.11446 13.55587  0.37
H 17.53048 22.34871 13.39331  0.18
H 18.99391 24.24834 15.73026  0.36
H 18.60765 22.83992 16.90007  0.18
H 19.12661 22.53366 15.25391  0.33
H 16.31496 23.78179 17.21441  0.39
H 16.39594 25.09614 16.14629  0.41
H 14.08588 24.43515 16.55192  0.50
H 14.32542 23.97439 14.98987  0.49
H 13.32509 22.11509 16.23492  0.20
H 14.62306 22.33079 17.53589  0.23
H 14.12156 19.80372 16.92314  -0.42
H 15.76008 20.21412 17.50898  0.78
H 15.52540 19.17361 16.08029  -0.54
H 15.40320 20.65932 13.60947  -0.91
H 14.59323 22.15769 13.90367  0.50
H 13.77393 20.72275 14.35746  0.39
H 17.79864 20.27528 15.97736  -0.56
C 9.56528 17.48812 21.04330  -2.00
C 10.63182 18.37685 20.23961  2.02
C 11.55412 17.36119 19.43611  -1.03
C 9.88142 19.22317 19.12979  -1.27
C 10.65576 20.51255 18.71649  0.61
C 11.20099 21.26800 19.96728  -1.31
C 12.18905 20.35724 20.75766  1.86
C 13.38102 19.97897 19.93020  -0.04
C 12.66116 21.16331 21.98805  -2.01
N 11.29348 19.22391 21.22949  0.07
O 11.98872 18.41272 22.19546  -0.53
H 8.86881 17.02851 20.30740  0.40
H 10.04074 16.74828 21.62810  0.10
H 8.94066 18.11301 21.64315  0.55
H 12.39418 16.99376 20.06840  -0.63
H 10.92074 16.52160 19.16116  0.90
H 12.04583 17.73782 18.58206  -0.60
H 9.69614 18.58424 18.28200  0.27
H 8.91145 19.52030 19.52944  0.43
H 11.50102 20.32145 17.98464  -0.84
H 9.93615 21.08267 18.10296  0.62
H 10.26164 21.40229 20.51596  0.40
H 11.69927 22.23067 19.70570  0.35
H 14.04233 20.87944 19.90150  0.49
H 13.07293 19.90832 18.92080  -0.84
H 13.94321 19.13003 20.29402  -0.22
H 11.85909 21.45660 22.64406  0.47
H 13.12016 22.12748 21.58748  0.39
H 13.44689 20.68807 22.54878  0.18
H 12.41187 17.66014 21.71858  0.35
C 16.40293 9.75547 12.88211  -1.64
C 17.35207 10.53859 13.79897  1.36
C 17.57889 9.71747 15.10311  -1.69
C 18.75133 10.88583 13.14330  -1.16
C 18.72312 12.16290 12.31038  -0.71
C 18.13012 13.32742 13.09963  -0.03
C 16.63786 13.02179 13.45585  1.28
C 16.16488 14.24898 14.30997  0.42
C 15.70987 13.01359 12.12560  -1.01
N 16.66069 11.79317 14.26558  0.99
O 15.29982 11.52002 14.69266  -0.42
H 16.47103 10.10672 11.84144  0.41
H 16.68161 8.68468 12.93413  0.54
H 15.35428 9.80366 13.22606  0.06
H 18.27104 8.93478 14.88613  0.54
H 18.03414 10.41053 15.83982  0.15
H 16.65241 9.32490 15.56986  0.22
H 19.47562 11.00975 13.97106  0.41
H 19.05304 9.99385 12.52828  0.39
H 19.85755 12.36158 12.16110  0.38
H 18.23610 12.02041 11.36085  0.42
H 18.16120 14.31567 12.66455  -0.51
H 18.58366 13.23913 14.07059  0.06
H 16.55901 14.24362 15.34580  -0.78
H 15.07218 14.34384 14.25467  -0.12
H 16.47470 15.20232 13.86595  -0.27
H 15.93962 13.79502 11.41024  0.09
H 14.59270 13.04533 12.27176  0.09
H 15.85054 12.04989 11.57332  0.18
H 14.66682 11.45597 13.93730  0.15
C 12.89027 10.75573 19.02234  -1.77
C 12.91552 10.50382 17.49925  1.91
C 14.15907 9.64375 17.20417  -1.61
C 11.62094 9.79487 16.96942  -1.68
C 10.39219 10.72682 17.04747  -0.69
C 10.72330 12.00174 16.20531  -1.95
C 11.95890 12.73984 16.63380  2.58
C 12.14774 13.64254 15.45075  -1.56
C 11.70827 13.54307 17.92828  -0.79
N 13.12642 11.76256 16.69104  0.14
O 14.32391 12.44838 17.10529  1.70
H 13.75958 11.35085 19.14751  0.01
H 12.10199 11.34931 19.39052  0.43
H 12.94111 9.88837 19.66125  0.50
H 13.90329 8.64338 17.60846  0.52
H 14.41780 9.52729 16.12184  0.00
H 15.02798 10.06404 17.70235  0.16
H 11.81013 9.53506 15.91111  0.32
H 11.46248 8.87922 17.43076  0.59
H 9.38000 10.39661 16.80232  0.53
H 10.21154 11.06895 18.13524  0.23
H 9.94072 12.73223 16.29379  0.56
H 10.67430 11.68475 15.16728  0.45
H 12.20264 13.10135 14.43261  0.41
H 13.02728 14.23888 15.45650  -0.94
H 11.27703 14.29114 15.36397  0.76
H 10.85432 13.24787 18.58594  0.23
H 11.46536 14.55214 17.59700  0.09
H 12.64578 13.64085 18.49969  -0.31
H 15.02255 12.25167 16.45234  -0.55
C 16.80430 20.48899 8.81781  -1.77
C 16.41939 19.43360 9.86269  1.78
C 15.18657 19.75144 10.73108  -1.33
C 16.14636 18.16157 9.04438  -1.83
C 16.24259 16.89384 9.81714  0.50
C 17.60374 16.85364 10.66300  -0.72
C 17.72494 18.09023 11.56410  2.17
C 16.86704 18.17110 12.86374  1.68
C 19.25031 18.04771 12.13014  -2.24
N 17.63452 19.22754 10.68149  -0.31
O 17.81885 20.36552 11.42547  -0.05
H 17.49805 20.20490 7.98798  0.34
H 15.86731 20.95662 8.41776  0.36
H 17.28738 21.29267 9.31959  0.43
H 15.40228 20.69014 11.19635  0.32
H 14.37165 19.91783 10.00291  0.69
H 14.91583 18.90046 11.33331  -0.06
H 15.15888 18.25388 8.60983  0.35
H 16.84305 18.16594 8.17633  0.40
H 15.40647 16.78779 10.53042  -0.69
H 16.23303 16.03090 9.17543  0.79
H 18.43783 16.99597 9.91861  0.52
H 17.63226 15.89842 11.16620  -0.50
H 16.46675 19.16667 12.80716  -1.45
H 17.40765 17.90119 13.77538  -0.13
H 15.98060 17.56716 12.75141  -0.98
H 19.47701 18.78052 12.86138  0.69
H 19.95228 18.15619 11.24586  0.44
H 19.33324 17.04983 12.62021  0.11
H 18.78133 20.62741 11.30043  0.34
C 14.81278 13.67439 21.48073  -2.26
C 13.77996 14.41719 22.35640  1.26
C 12.50650 14.35599 21.50000  -0.58
C 13.54578 13.77944 23.69256  -0.95
C 14.76218 13.94254 24.59602  -0.64
C 15.13540 15.43108 24.78734  -1.35
C 15.36342 16.07680 23.40706  0.96
C 15.20726 17.58804 23.57229  -1.41
C 16.75666 15.73469 22.89629  -0.76
N 14.21376 15.78952 22.53844  0.17
O 14.31070 16.42892 21.23860  2.72
H 14.57084 12.64022 21.26818  0.75
H 14.86244 14.12027 20.47931  0.12
H 15.85262 13.57450 21.83567  0.69
H 11.61338 14.42807 22.14738  0.68
H 12.43626 15.22214 20.76358  -0.33
H 12.49948 13.38396 20.94281  -0.16
H 12.63046 14.19328 24.16960  0.38
H 13.46250 12.69853 23.54760  0.29
H 14.57622 13.56043 25.60998  0.53
H 15.63861 13.32902 24.27293  0.28
H 15.93212 15.43210 25.49316  0.43
H 14.30950 15.88942 25.34159  0.41
H 15.09902 18.13727 22.59694  -0.20
H 15.97306 18.11113 24.19082  0.44
H 14.25958 17.83980 24.04698  0.46
H 17.52968 16.28060 23.55246  0.43
H 16.75602 15.89546 21.80967  -0.42
H 16.92266 14.66490 22.99350  0.35
H 15.18231 16.28432 20.87979  -1.09
C 9.40675 18.00768 14.99605  -1.52
C 10.63514 18.00891 14.07065  2.13
C 10.76350 19.39306 13.46448  -1.77
C 11.83481 17.68943 14.98548  0.16
C 13.08630 17.70016 14.21427  1.21
C 13.00914 16.60948 13.17487  0.64
C 11.75595 16.63729 12.28379  1.34
C 11.82562 17.73131 11.16034  -1.04
C 11.65325 15.26096 11.57389  -1.85
N 10.59318 16.92265 13.08931  0.54
O 9.44962 17.09202 12.20930  -0.57
H 8.59662 18.56514 14.52432  0.48
H 9.07332 16.97517 15.19683  0.38
H 9.84459 18.49456 15.87376  -0.07
H 10.50614 20.20943 14.10286  0.48
H 11.71157 19.68614 13.00342  -0.15
H 10.06217 19.60698 12.67024  0.35
H 11.94908 18.44719 15.78013  -0.48
H 11.65896 16.74327 15.43272  -0.33
H 13.28140 18.69467 13.80830  -1.04
H 13.94090 17.54336 14.86905  -0.34
H 12.95027 15.63933 13.74012  -0.68
H 13.90741 16.63278 12.55677  0.09
H 10.99240 17.74873 10.39665  0.27
H 12.67659 17.56019 10.47854  0.30
H 12.09756 18.75857 11.56553  0.07
H 11.44074 14.59092 12.35992  0.42
H 12.55436 15.09578 11.00807  0.20
H 10.77059 15.23334 10.94359  0.44
H 8.89422 16.36994 12.53364  0.36
C 21.72154 15.29328 18.24572  -1.39
C 21.07708 16.29473 17.21273  1.63
C 20.86208 15.73003 15.80178  -0.44
O 19.78120 16.58388 17.74932  0.45
H 21.68994 15.71627 19.22403  0.39
H 22.77632 14.97159 17.92310  0.33
H 21.16425 14.34255 18.20759  0.13
H 21.61462 17.24678 17.07822  -0.83
H 20.48995 16.55283 15.26706  0.07
H 20.07402 15.02808 15.83736  -0.44
H 21.78058 15.31049 15.34203  0.48
H 19.56020 17.45470 17.44758  -0.11
C 16.68928 17.11046 16.63975  1.23
C 16.03078 17.01954 18.03487  1.56
C 14.93460 15.92812 18.16696  1.59
O 16.99100 16.82488 19.12532  0.44
H 15.88785 17.15564 15.86862  -0.17
H 17.32705 16.25146 16.48698  0.27
H 17.34245 18.04944 16.66318  -0.93
H 15.54154 18.00504 18.25869  -1.28
H 14.38920 15.85898 17.20101  -0.22
H 14.26613 16.39267 18.87786  -0.72
H 15.28922 14.97167 18.53370  -1.47
H 17.53614 16.00807 19.01958  -0.35
C 22.17236 20.01650 17.73680  -1.58
C 20.95469 20.06833 16.80389  0.77
C 21.39020 19.49470 15.43932  -0.98
O 19.85848 19.25615 17.20726  0.40
H 23.00371 20.44195 17.21530  0.47
H 22.39648 18.96614 17.96235  0.24
H 22.01762 20.50518 18.68251  0.36
H 20.67527 21.08827 16.55589  0.16
H 20.54139 19.07141 14.93111  -0.17
H 22.00687 18.63417 15.60565  0.46
H 21.84779 20.36591 14.84140  0.32
H 19.59232 19.36628 18.16049  0.12
C 17.73874 20.71852 21.32562  -1.38
C 18.91037 19.99450 20.73057  0.65
C 19.55842 18.92023 21.66805  -1.05
O 18.50612 19.46857 19.42512  -0.28
H 16.93293 20.01415 21.56716  -0.01
H 17.18927 21.35759 20.66375  0.28
H 17.98272 21.23586 22.18374  0.62
H 19.71184 20.74084 20.58206  0.19
H 19.82869 19.47886 22.59134  0.46
H 20.35670 18.39122 21.11030  0.29
H 18.81086 18.18900 21.90096  -0.01
H 18.21658 18.52958 19.53393  -0.32
C 18.42430 13.25960 17.43257  0.17
C 17.34583 12.99344 18.44329  3.72
C 17.47287 11.49070 18.79069  -1.86
O 17.68652 13.71881 19.59781  -0.73
H 19.38546 12.86808 17.80301  0.56
H 18.59256 14.32934 17.18012  -0.93
H 18.17169 12.77965 16.46354  -0.61
H 16.32088 13.24096 18.24476  -1.87
H 17.68766 10.96439 17.90016  0.18
H 16.56397 11.19485 19.37995  0.31
H 18.36255 11.39948 19.37898  0.56
H 17.01143 13.65452 20.27254  0.14

=====

Entry 2:
Entry from OMol25: C26H36CoN4S5Si2 as an isolated structure (ωB97M-V/def2-TZVPD).

## Properties
* highest occupied orbital energy (alpha / beta): -4.25 / -4.25 eV
* total charge: -1
* multiplicity: 1
* E: -5184.220033 Eh
* largest force on an atom: 0.05368 Eh/bohr

Last column: Mulliken charge in e.
Element x y z (Å)
Co 0.88545 -0.26835 0.30492  0.41
S 3.16517 -0.32332 0.87510  -0.49
C 3.82504 0.13230 -0.65929  0.64
C 5.15369 0.54835 -0.72617  -0.97
C 5.76030 0.85694 -1.93734  0.50
C 7.11565 1.23021 -1.96601  -0.12
N 8.22844 1.52137 -1.97882  -0.57
C 5.00854 0.76130 -3.13190  0.49
C 3.67334 0.37753 -3.06739  -0.88
C 3.06448 0.06700 -1.85611  0.18
S 1.39188 -0.40819 -1.86718  -0.20
C 5.61470 1.04172 -4.36624  -0.13
N 6.11246 1.26336 -5.37935  -0.58
H 5.72395 0.62015 0.18861  0.53
H 3.09039 0.30879 -3.97486  0.51
C 0.69842 -3.69924 -0.08160  -0.83
Si 0.26480 -3.20609 1.70007  0.01
C -1.32004 -4.19339 2.16688  -1.13
C 1.70459 -3.72002 2.85859  -1.16
N 0.09495 -1.47722 1.69909  0.85
C -0.22113 -0.72344 2.76575  0.70
C -0.53469 -1.26927 4.02416  -0.46
C -0.84757 -0.48169 5.10368  -1.04
C -0.93288 0.90180 4.95091  -0.83
C -0.66010 1.47569 3.73232  -0.65
C -0.23419 0.71802 2.62507  0.35
N 0.15798 1.25384 1.45354  1.00
Si 0.38932 2.91869 1.03233  -0.40
C 1.86063 2.99919 -0.18438  -0.80
C -1.19361 3.57357 0.15364  -0.83
C 0.81026 4.17882 2.42149  -1.39
H 1.23057 -4.64463 -0.11887  0.45
H 1.33269 -2.94566 -0.54132  0.09
H -0.19143 -3.79348 -0.69380  0.17
H -1.22189 -5.22352 1.83601  0.38
H -2.19182 -3.77788 1.67200  0.25
H -1.52507 -4.21432 3.23342  0.37
H 1.94173 -4.77438 2.75220  0.38
H 1.49212 -3.53127 3.90538  0.36
H 2.59179 -3.14887 2.60146  0.26
H -0.49930 -2.34125 4.12630  0.19
H -1.02488 -0.93627 6.06814  0.38
H -1.19941 1.52330 5.79454  0.37
H -0.74728 2.54104 3.60522  0.38
H 1.70616 2.32869 -1.02649  0.03
H 2.78818 2.70901 0.30259  0.20
H 1.99905 3.99929 -0.58553  0.50
H -1.24341 3.18889 -0.86177  -0.06
H -1.22280 4.65883 0.09428  0.51
H -2.09300 3.24538 0.66856  0.32
H 1.41654 3.72520 3.20052  0.42
H -0.08192 4.59777 2.88272  0.39
H 1.37879 5.00815 2.00390  0.41
C -4.19015 -1.61173 -3.15694  -0.48
C -3.37887 -2.60393 -2.34881  -0.95
S -2.36547 -1.97960 -0.94879  0.07
C -3.46514 -0.75095 -0.16940  -1.26
C -3.29096 0.68152 -0.69461  -0.49
S -1.87858 0.81220 -1.86174  -0.03
C -2.58784 1.75426 -3.25750  -0.81
C -3.67804 1.03588 -4.03373  -0.82
S -3.25012 -0.69257 -4.43928  -0.12
H -4.67701 -0.87346 -2.52508  0.10
H -4.95155 -2.16978 -3.70792  0.46
H -2.65572 -3.10597 -2.98558  0.42
H -4.05771 -3.34747 -1.92574  0.33
H -3.18398 -0.79277 0.88212  0.42
H -4.49225 -1.10664 -0.27378  0.52
H -3.07205 1.35277 0.13601  0.12
H -4.18182 1.04864 -1.20792  0.53
H -1.72092 1.90076 -3.90199  0.43
H -2.94814 2.72084 -2.90181  0.37
H -3.83656 1.54399 -4.98687  0.46
H -4.62277 1.01157 -3.48964  0.31

=====

> Look up the largest force on an atom of the first one.

0.06154 Eh/bohr

=====

> The lowest total charge belongs to which entry?

C26H36CoN4S5Si2